1.
Below is a molecular structure, C16H45BClN2NbO7PS5, with properties calculated with wB97M-V/def2-TZVPD.

```
! wB97M-V def2-TZVPD RIJCOSX def2/J DEFGRID3
* xyz -1 1
C -3.603 -2.090 2.806
C -2.261 -1.293 2.687
C -2.248 -0.587 1.322
C -0.911 0.147 1.032
Nb 0.617 -1.123 -0.067
O -0.444 -2.785 0.557
C -0.446 -1.084 -2.064
C -1.474 0.050 -2.246
C -1.801 0.422 -3.736
Cl -1.265 -0.781 -4.952
N 1.791 0.519 -0.790
C 2.511 0.184 -1.667
S 3.159 0.202 -3.140
P 2.009 -1.064 2.156
N 2.183 0.493 2.568
B 2.195 -2.663 -0.862
O 2.072 -3.162 -2.176
O 3.293 -3.205 -0.129
H -4.230 -1.923 1.925
H -3.378 -3.159 2.895
H -4.166 -1.794 3.701
H -1.407 -1.969 2.801
H -2.185 -0.549 3.490
H -3.023 0.199 1.387
H -2.563 -1.278 0.527
H -0.503 0.412 2.015
H -1.137 1.103 0.540
H 0.083 -3.304 1.182
H 0.352 -1.074 -2.821
H -0.949 -2.058 -2.184
H -2.418 -0.269 -1.793
H -1.093 0.968 -1.784
H -2.885 0.534 -3.837
H -1.395 1.414 -3.952
H 1.305 -1.693 3.235
H 3.317 -1.602 2.042
H 1.720 1.097 1.894
H 1.457 -3.918 -2.179
H 2.925 -3.955 0.366
C -1.504 4.246 4.662
S -0.468 3.519 3.382
O -1.274 2.465 2.707
C 0.667 2.685 4.499
H -2.314 4.790 4.185
H -1.917 3.458 5.294
H -0.910 4.937 5.262
H 0.111 1.999 5.140
H 1.190 3.429 5.103
H 1.389 2.119 3.904
C 6.437 1.914 -4.797
S 7.947 0.942 -4.816
O 8.787 1.443 -5.940
C 7.169 -0.584 -5.363
H 6.688 2.935 -4.514
H 5.983 1.913 -5.788
H 5.746 1.494 -4.065
H 6.667 -0.420 -6.318
H 6.451 -0.915 -4.611
H 7.944 -1.338 -5.483
C 1.962 -4.929 -5.082
S 0.192 -4.614 -5.028
O -0.278 -4.980 -3.665
C -0.272 -5.961 -6.131
H 2.454 -4.216 -4.422
H 2.167 -5.946 -4.743
H 2.323 -4.790 -6.102
H 0.077 -6.911 -5.723
H 0.164 -5.790 -7.116
H -1.358 -5.976 -6.212
C -6.251 6.566 6.493
S -4.772 5.539 6.454
O -3.927 6.028 5.334
C -5.596 4.042 5.892
H -5.959 7.573 6.786
H -6.708 6.591 5.504
H -6.953 6.163 7.224
H -6.096 4.231 4.941
H -6.320 3.722 6.643
H -4.843 3.268 5.760
*
```

**Orbital gap**: 5.993 eV
**HOMO energy**: -4.170 eV
**E_tot**: -112845.0386 eV
**Molar mass**: 708.0 g/mol

Löwdin atomic charge list, values in e, 8 entries: -0.11, -0.27, -0.33, -0.34, 1.62, -0.42, -0.37, -0.33



2.
Below is 9 unconnected molecules or ions with the total composition C16H45BF4NO7, with properties calculated with wB97M-V/def2-TZVPD.

```
! wB97M-V def2-TZVPD RIJCOSX def2/J DEFGRID3
* xyz -1 1
B -7.927 -13.656 137.876
F -8.111 -12.377 138.275
F -8.888 -14.415 138.519
F -8.087 -13.828 136.378
F -6.677 -14.130 138.120
C -9.953 -16.592 136.014
C -10.579 -16.867 134.617
N -11.126 -17.136 133.672
H -9.128 -17.373 135.940
H -9.853 -15.487 136.289
H -10.469 -17.018 136.890
C -2.916 -14.244 140.633
C -3.734 -13.668 139.514
O -3.503 -12.369 139.391
H -3.070 -13.662 141.636
H -2.029 -14.151 140.387
H -3.060 -15.222 140.870
H -4.760 -13.810 139.750
H -3.394 -14.250 138.555
H -4.124 -11.957 138.744
C -12.105 -13.530 135.941
C -13.092 -13.649 137.127
O -14.401 -13.889 136.726
H -12.394 -14.395 135.261
H -11.042 -13.544 136.160
H -12.552 -12.682 135.249
H -13.126 -12.910 137.885
H -12.834 -14.483 137.702
H -14.432 -14.886 136.481
C -6.939 -13.255 143.085
C -6.881 -13.222 141.502
O -8.064 -12.535 141.025
H -6.966 -12.252 143.324
H -5.988 -13.551 143.517
H -7.578 -14.069 143.299
H -6.899 -14.224 141.178
H -6.112 -12.554 141.249
H -8.061 -12.651 140.097
C -4.568 -17.222 137.224
C -6.070 -17.310 136.750
O -6.418 -16.187 136.059
H -3.830 -17.317 136.296
H -4.439 -18.015 137.883
H -4.613 -16.154 137.672
H -6.638 -17.370 137.720
H -6.340 -18.194 136.191
H -6.633 -15.352 136.444
C -10.682 -9.611 139.439
C -11.164 -11.053 139.413
O -12.573 -11.078 139.572
H -9.543 -9.631 139.300
H -10.867 -9.102 140.452
H -11.064 -9.119 138.678
H -10.702 -11.538 140.277
H -10.920 -11.622 138.463
H -12.894 -11.842 139.885
C -4.371 -10.413 135.633
C -5.136 -11.617 136.392
O -5.385 -11.313 137.675
H -3.349 -10.379 136.137
H -4.922 -9.503 135.812
H -4.207 -10.751 134.585
H -4.616 -12.640 136.374
H -6.100 -12.039 135.916
H -6.247 -11.229 137.742
C -11.136 -16.517 141.978
C -10.131 -15.902 141.076
O -10.748 -15.433 139.898
H -11.883 -15.937 142.303
H -10.651 -16.686 142.893
H -11.523 -17.416 141.504
H -9.424 -16.601 140.611
H -9.590 -14.936 141.597
H -10.072 -15.145 139.291
*
```

**Orbital gap**: 9.967 eV
**HOMO energy**: -7.220 eV
**E_tot**: -44692.5628 eV
**ΔE to the lowest compared entry with this formula, charge and spin**: 0.000 eV
**Molar mass**: 450.3 g/mol

Löwdin atomic charge list, values in e, 8 entries: -1.28, 0.18, 0.14, 0.00, 0.18, -0.05, -0.27, 0.09



3.
Below is a molecular structure, C16H45CrN9O3P2, with properties calculated with wB97M-V/def2-TZVPD.

```
! wB97M-V def2-TZVPD RIJCOSX def2/J DEFGRID3
* xyz 2 5
Cr 0.483 -0.636 0.017
N 1.335 -2.676 -1.245
C 1.162 -3.608 -0.135
C -0.273 -3.522 0.393
N -0.713 -2.144 0.696
C -2.040 -1.911 0.105
C -1.883 -1.532 -1.367
N -0.991 -0.372 -1.440
C -0.711 -1.880 2.140
C 0.718 -1.831 2.676
N 1.476 -0.837 1.894
H 0.877 -3.042 -2.077
H 2.318 -2.594 -1.475
H 1.883 -3.336 0.636
H 1.359 -4.649 -0.423
H -0.374 -4.158 1.278
H -0.927 -3.935 -0.376
H -2.503 -1.067 0.617
H -2.693 -2.787 0.212
H -2.871 -1.319 -1.799
H -1.430 -2.347 -1.941
H -1.443 0.425 -0.981
H -0.816 -0.114 -2.409
H -1.290 -2.638 2.690
H -1.179 -0.905 2.300
H 1.199 -2.808 2.582
H 0.705 -1.583 3.744
H 2.478 -1.027 1.962
H 1.335 0.089 2.309
C -4.753 0.956 1.947
N -4.015 2.167 1.646
C -4.802 3.290 1.168
P -2.370 2.092 1.597
O -1.795 0.800 1.162
O -2.025 3.281 0.533
P -0.694 3.337 -0.407
O 0.229 2.227 -0.096
N -0.056 4.842 -0.193
C -0.908 6.005 -0.362
C 1.052 5.037 0.720
N -1.342 3.355 -1.944
C -2.613 2.766 -2.312
C -0.346 3.357 -2.997
N -1.766 2.528 3.081
C -0.342 2.371 3.302
C -2.349 3.664 3.767
H -5.614 1.191 2.574
H -4.102 0.277 2.492
H -5.113 0.460 1.041
H -5.643 3.463 1.843
H -5.197 3.103 0.165
H -4.180 4.181 1.137
H -1.683 5.778 -1.090
H -0.307 6.838 -0.730
H -1.377 6.310 0.579
H 1.577 4.088 0.827
H 0.719 5.385 1.704
H 1.731 5.787 0.307
H -3.183 2.511 -1.420
H -2.479 1.867 -2.924
H -3.187 3.490 -2.898
H 0.457 4.030 -2.709
H -0.796 3.725 -3.918
H 0.073 2.357 -3.175
H 0.065 1.745 2.510
H -0.167 1.914 4.277
H 0.173 3.336 3.274
H -3.402 3.726 3.509
H -1.855 4.599 3.491
H -2.257 3.523 4.845
C 3.954 1.667 -1.605
C 2.812 0.955 -1.140
N 1.907 0.358 -0.743
H 4.859 1.113 -1.354
H 3.999 2.650 -1.136
H 3.908 1.797 -2.686
*
```

**Orbital gap (alpha / beta)**: 8.807 / 9.533 eV
**HOMO energy (alpha / beta)**: -13.438 / -14.181 eV
**E_tot**: -83868.8105 eV
**ΔE to the lowest compared entry with this formula, charge and spin**: 0.000 eV
**Molar mass**: 525.5 g/mol

Löwdin atomic charge list, values in e, 8 entries: 0.70, 0.00, -0.22, -0.14, -0.26, -0.17, -0.19, -0.03



4.
Below is 14 unconnected molecules or ions with the total composition C16H45N14O28S, with properties calculated with wB97M-V/def2-TZVPD.

```
! wB97M-V def2-TZVPD RIJCOSX def2/J DEFGRID3
* xyz -1 1
C -0.637 0.070 0.283
N -1.384 0.523 -0.911
S -1.348 2.218 -1.136
C -2.749 -0.037 -0.983
C -3.770 0.553 0.044
O -3.457 1.217 1.047
O -5.001 0.264 -0.191
H 0.387 -0.251 -0.046
H -0.501 0.883 1.033
H -1.088 -0.837 0.730
H -1.709 2.712 0.103
H -2.663 -1.129 -0.757
H -3.138 0.048 -2.024
C -0.265 -4.972 0.729
N -0.620 -3.554 0.465
O -1.704 -3.332 -0.044
O 0.185 -2.702 0.771
H -1.084 -5.604 0.400
H 0.636 -5.190 0.170
H -0.102 -5.077 1.799
C -0.714 3.223 4.074
N 0.489 2.536 3.536
O 1.084 1.777 4.279
O 0.789 2.782 2.388
H -0.861 2.912 5.104
H -0.533 4.292 4.016
H -1.563 2.932 3.457
C 0.004 -8.531 -2.172
N 0.072 -8.082 -0.756
O 0.861 -7.196 -0.491
O -0.667 -8.631 0.035
H 0.715 -7.953 -2.755
H 0.255 -9.589 -2.191
H -1.012 -8.360 -2.521
C 4.324 -8.416 0.083
N 4.038 -8.388 -1.375
O 3.807 -7.312 -1.880
O 4.057 -9.458 -1.961
H 4.273 -7.402 0.468
H 3.571 -9.045 0.553
H 5.321 -8.828 0.215
C -3.085 3.686 -4.587
N -1.906 2.991 -5.169
O -1.311 2.222 -4.450
O -1.628 3.248 -6.328
H -3.208 3.360 -3.558
H -2.890 4.755 -4.634
H -3.952 3.417 -5.186
C -1.126 -3.099 -3.446
N -0.783 -4.546 -3.412
O -1.402 -5.292 -4.145
O 0.102 -4.883 -2.647
H -1.922 -2.943 -4.167
H -1.449 -2.814 -2.447
H -0.229 -2.559 -3.739
C 9.171 -9.511 -0.155
N 7.986 -8.794 0.387
O 7.252 -9.408 1.140
O 7.835 -7.643 0.039
H 9.176 -10.522 0.240
H 9.081 -9.519 -1.238
H 10.056 -8.966 0.163
C -4.088 5.777 3.406
N -3.011 5.766 4.432
O -3.317 5.448 5.564
O -1.891 6.078 4.070
H -5.019 5.480 3.877
H -4.157 6.789 3.014
H -3.808 5.071 2.626
C 0.312 8.421 2.385
N 0.035 8.371 0.925
O -0.290 9.406 0.378
O 0.154 7.291 0.383
H 0.167 9.439 2.733
H -0.384 7.742 2.873
H 1.341 8.105 2.535
C 2.425 6.085 -1.985
N 3.048 6.686 -3.195
O 3.132 5.994 -4.187
O 3.431 7.839 -3.103
H 2.134 5.064 -2.212
H 3.166 6.108 -1.190
H 1.555 6.686 -1.730
C -5.752 2.704 6.371
N -6.051 2.650 4.914
O -6.385 3.691 4.371
O -5.940 1.577 4.375
H -5.892 3.723 6.718
H -6.439 2.026 6.871
H -4.720 2.388 6.505
C -5.902 -4.350 -0.083
N -4.781 -5.142 -0.657
O -4.256 -5.975 0.059
O -4.469 -4.898 -1.804
H -6.068 -4.673 0.939
H -5.612 -3.300 -0.116
H -6.780 -4.535 -0.696
C 6.886 8.349 -2.827
N 7.481 8.273 -1.465
O 6.810 7.769 -0.588
O 8.601 8.723 -1.329
H 5.892 7.914 -2.801
H 6.840 9.399 -3.106
H 7.534 7.791 -3.499
*
```

**Orbital gap**: 5.182 eV
**HOMO energy**: -4.249 eV
**E_tot**: -106313.0332 eV
**Molar mass**: 913.7 g/mol

Löwdin atomic charge list, values in e, 8 entries: -0.17, -0.56, 0.72, -0.21, -0.73, -0.09, -0.14, 0.08